#one
This record from the Open Molecules 2025 dataset describes a molecular structure, H13LiO7. The level of theory is the ωB97M-V functional and the def2-TZVPD basis.

**LUMO**: -0.023 Eh
**HOMO**: -9.52 eV

```
21
H13LiO7 (the ωB97M-V functional and the def2-TZVPD basis)
Li -0.126 0.485 0.207
O -0.042 -1.449 -0.693
H 0.094 -2.067 -0.081
O -2.117 -2.814 0.568
H -2.829 -2.331 0.468
H -1.334 -2.236 0.168
O 1.709 1.615 0.294
H 2.495 1.454 -0.009
H 1.579 2.534 0.667
O 0.336 0.560 -2.354
H 1.213 0.766 -2.240
H 0.173 -0.167 -1.816
O -0.873 0.631 2.121
H -0.646 0.267 2.988
H -1.654 1.343 2.372
O -1.395 1.900 -0.666
H -1.113 1.666 -1.496
H -2.253 1.549 -0.596
O 2.629 -1.436 -0.166
H 2.554 -0.944 0.680
H 1.598 -1.325 -0.416
```



#two
This record from the Open Molecules 2025 dataset describes a molecular structure, H13LiO7. The level of theory is the ωB97M-V functional and the def2-TZVPD basis.

**LUMO**: -0.032 Eh
**HOMO**: -8.97 eV

```
21
H13LiO7 (the ωB97M-V functional and the def2-TZVPD basis)
Li 1.417 -1.177 -1.271
O -0.048 -0.258 -0.094
H 0.346 0.286 0.431
O -1.799 0.182 1.680
H -1.469 0.029 2.633
H -1.312 -0.200 1.112
O 2.942 0.110 -0.527
H 2.783 0.956 -0.384
H 3.616 0.043 0.186
O -1.499 2.596 1.020
H -1.169 2.358 0.080
H -1.822 1.605 1.457
O -1.332 -2.041 -1.852
H -2.294 -1.872 -1.812
H -1.190 -1.484 -1.018
O 1.038 -2.252 1.111
H 0.619 -1.533 0.705
H 1.686 -1.925 1.636
O -0.496 1.810 -1.740
H 0.301 1.739 -2.249
H -0.308 1.018 -1.104
```



#three
This record from the Open Molecules 2025 dataset describes a molecular structure, H13LiO7. The level of theory is the ωB97M-V functional and the def2-TZVPD basis.

**LUMO**: -0.015 Eh
**HOMO**: -9.83 eV

```
21
H13LiO7 (the ωB97M-V functional and the def2-TZVPD basis)
Li 1.244 1.743 -1.019
O 0.355 0.090 -0.265
H -0.267 0.443 0.578
O 2.453 -1.308 1.008
H 1.699 -1.044 0.483
H 2.543 -2.237 0.849
O 0.954 -1.354 -2.417
H 0.618 -2.384 -2.476
H 0.749 -0.864 -1.678
O -0.549 -2.335 0.590
H -0.428 -1.482 0.221
H -1.527 -2.458 0.814
O -0.784 1.435 2.224
H -0.694 1.342 3.239
H -1.409 0.651 1.957
O 0.370 3.251 0.329
H 0.130 2.646 1.099
H -0.506 3.510 -0.095
O -1.754 0.441 -1.948
H -2.029 -0.497 -2.350
H -1.166 0.414 -1.142
```



Most favorable first, least favorable last: #one, #three, #two



#one
This record from the Open Molecules 2025 dataset describes a single C3H4N4 molecule. The level of theory is the ωB97M-V functional and the def2-TZVPD basis.

**LUMO**: 0.008 Eh
**SMILES**: Nc1cncnn1
**HOMO**: -9.22 eV

```
11
C3H4N4 (the ωB97M-V functional and the def2-TZVPD basis)
N -1.593 -0.846 0.684
C -0.578 -0.063 0.259
C 0.526 -0.785 -0.310
N 1.540 -0.146 -0.761
C 1.387 1.282 -0.625
N 0.397 1.970 -0.121
N -0.664 1.247 0.364
H -1.438 -1.838 0.734
H -2.357 -0.429 1.181
H 0.451 -1.878 -0.337
H 2.330 1.487 -1.067
```



#two
This record from the Open Molecules 2025 dataset describes a single C3H4N4 molecule. The level of theory is the ωB97M-V functional and the def2-TZVPD basis.

**LUMO**: -0.028 Eh
**SMILES**: NN=C1N=CC=N1
**HOMO**: -8.44 eV

```
11
C3H4N4 (the ωB97M-V functional and the def2-TZVPD basis)
C -0.340 0.423 -0.281
C 1.636 0.393 -1.013
C 1.302 -0.915 -0.414
H -3.085 0.513 1.457
H -1.456 -0.591 1.626
H 2.551 0.408 -1.700
H 2.140 -1.686 -0.002
N -1.921 0.282 1.278
N -1.491 0.837 0.220
N 0.638 1.202 -1.055
N 0.025 -0.865 -0.116
```



Most favorable first, least favorable last: #one, #two



#one
This record from the Open Molecules 2025 dataset describes a single C3H4N4 molecule. The level of theory is the ωB97M-V functional and the def2-TZVPD basis.

**LUMO**: -0.035 Eh
**SMILES**: [H]/N=C\N/N=C/C#N
**HOMO**: -9.59 eV

```
11
C3H4N4 (the ωB97M-V functional and the def2-TZVPD basis)
C 2.169 0.001 -0.096
C -0.812 0.065 0.602
C -2.203 0.178 0.114
H 1.390 1.859 -0.113
H 3.165 -0.501 -0.299
H 1.533 -2.114 0.024
H -0.476 0.828 1.139
N 2.289 1.320 -0.091
N 1.190 -0.970 -0.118
N -0.252 -0.981 -0.010
N -3.304 0.411 -0.420
```



#two
This record from the Open Molecules 2025 dataset describes a single C3H4N4 molecule. The level of theory is the ωB97M-V functional and the def2-TZVPD basis.

**LUMO**: -0.010 Eh
**SMILES**: [H]/N=C\N/C(C#N)=N\[H]
**HOMO**: -10.37 eV

```
11
C3H4N4 (the ωB97M-V functional and the def2-TZVPD basis)
C -1.429 -0.060 0.667
C 0.918 0.032 -0.420
C 1.722 0.648 -1.483
H -0.711 -1.717 1.223
H -2.203 0.813 0.586
H -1.026 0.955 -1.104
H 0.740 -0.740 1.258
N -1.585 -1.107 1.292
N -0.463 0.330 -0.380
N 1.544 -0.430 0.588
N 2.493 1.275 -2.227
```



#three
This record from the Open Molecules 2025 dataset describes a single C3H4N4 molecule. The level of theory is the ωB97M-V functional and the def2-TZVPD basis.

**LUMO**: 0.021 Eh
**HOMO**: -9.13 eV

```
11
C3H4N4 (the ωB97M-V functional and the def2-TZVPD basis)
N -0.912 2.077 -0.239
C -0.600 0.776 -0.520
C 0.593 -1.218 2.308
N 0.793 -1.553 1.196
C 0.949 -1.795 -0.163
N 0.812 -0.903 -1.059
N 0.609 0.386 -0.638
H -1.825 2.275 0.135
H -0.159 2.655 0.107
H -1.455 0.113 -0.679
H 1.196 -2.812 -0.447
```



#four
This record from the Open Molecules 2025 dataset describes a single C3H4N4 molecule. The level of theory is the ωB97M-V functional and the def2-TZVPD basis.

**LUMO**: 0.006 Eh
**SMILES**: Nc1cncnn1
**HOMO**: -9.46 eV

```
11
C3H4N4 (the ωB97M-V functional and the def2-TZVPD basis)
N 1.912 -0.135 -0.630
C 0.565 0.035 -0.377
C 0.067 0.923 0.593
N -1.162 0.765 1.032
C -1.880 -0.180 0.416
N -1.534 -0.801 -0.698
N -0.280 -0.689 -1.098
H 2.440 -0.302 0.217
H 2.044 -0.898 -1.283
H 0.662 1.743 0.985
H -2.834 -0.460 0.844
```



Most favorable first, least favorable last: #four, #three, #two, #one



#one
This record from the Open Molecules 2025 dataset describes a single C3H4N4 molecule. The level of theory is the ωB97M-V functional and the def2-TZVPD basis.

**LUMO**: 0.007 Eh
**SMILES**: N#CC(N)(N)C#N
**HOMO**: -10.62 eV

```
11
C3H4N4 (the ωB97M-V functional and the def2-TZVPD basis)
C 0.174 -1.884 0.534
C -1.669 -0.653 1.025
C -0.306 -0.516 0.536
N 0.558 -2.935 0.612
N -2.770 -0.979 1.148
N 0.454 0.342 1.351
N -0.316 0.099 -1.193
H 1.220 0.722 0.945
H -0.170 1.007 1.898
H 0.057 -0.587 -1.800
H -1.215 0.399 -1.442
```



#two
This record from the Open Molecules 2025 dataset describes a single C3H4N4 molecule. The level of theory is the ωB97M-V functional and the def2-TZVPD basis.

**LUMO**: 0.022 Eh
**HOMO**: -7.28 eV

```
11
C3H4N4 (the ωB97M-V functional and the def2-TZVPD basis)
N -1.716 1.005 -0.499
C -0.491 0.314 -0.376
C -0.260 -0.623 0.712
N 0.892 -1.094 0.986
C 2.008 -1.629 1.031
N 1.339 0.684 -1.962
N 0.482 0.522 -1.225
H -1.650 1.998 -0.311
H -2.192 0.849 -1.379
H -1.120 -0.906 1.312
H 2.709 -1.119 1.712
```



Most favorable first, least favorable last: #one, #two



#one
This record from the Open Molecules 2025 dataset describes a single C3H4N4 molecule. The level of theory is the ωB97M-V functional and the def2-TZVPD basis.

**LUMO**: 0.005 Eh
**SMILES**: Nc1cncnn1
**HOMO**: -9.38 eV

```
11
C3H4N4 (the ωB97M-V functional and the def2-TZVPD basis)
N -1.833 -0.692 0.494
C -0.625 -0.105 0.188
C 0.605 -0.777 0.368
N 1.725 -0.225 -0.038
C 1.605 1.010 -0.555
N 0.494 1.721 -0.613
N -0.647 1.152 -0.243
H -1.913 -1.676 0.276
H -2.618 -0.144 0.170
H 0.651 -1.747 0.865
H 2.504 1.476 -0.951
```



#two
This record from the Open Molecules 2025 dataset describes a single C3H4N4 molecule. The level of theory is the ωB97M-V functional and the def2-TZVPD basis.

**LUMO**: 0.000 Eh
**SMILES**: [H]/N=C\n1ccnn1
**HOMO**: -9.32 eV

```
11
C3H4N4 (the ωB97M-V functional and the def2-TZVPD basis)
C -1.444 0.535 0.274
C 0.946 1.087 -0.064
C 2.020 0.220 -0.102
H -2.391 -1.297 -0.611
H -1.943 1.493 0.775
H 1.115 2.215 -0.261
H 2.999 0.478 -0.199
N -2.554 -0.187 -0.216
N -0.235 0.307 -0.068
N 1.380 -1.049 0.081
N 0.136 -1.063 0.154
```



Most favorable first, least favorable last: #one, #two



#one
This record from the Open Molecules 2025 dataset describes 4 unconnected molecules or ions with the total composition C2H14N2O3. The level of theory is the ωB97M-V functional and the def2-TZVPD basis.

**LUMO**: 0.022 Eh
**SMILES**: NCCN.O.O.O
**HOMO**: -9.90 eV

```
21
C2H14N2O3 (the ωB97M-V functional and the def2-TZVPD basis)
C -0.819 1.002 2.043
C -0.523 1.070 0.543
N 0.195 2.313 0.230
N -1.335 -0.350 2.451
H 0.121 1.112 2.595
H -1.494 1.792 2.376
H 0.002 0.142 0.334
H -1.491 1.048 0.046
H 0.244 2.381 -0.788
H 1.178 2.094 0.414
H -1.459 -0.266 3.454
H -2.287 -0.400 2.090
H -0.228 -1.767 1.616
H 1.118 -1.895 1.004
O 0.308 -2.403 1.130
H 2.399 2.971 -4.076
H 1.930 1.640 -3.526
O 1.600 2.491 -3.837
H 0.542 -4.797 -3.187
H -0.088 -4.162 -1.990
O 0.087 -4.015 -2.922
```



#two
This record from the Open Molecules 2025 dataset describes 4 unconnected molecules or ions with the total composition C2H14N2O3. The level of theory is the ωB97M-V functional and the def2-TZVPD basis.

**LUMO**: 0.020 Eh
**SMILES**: CNCN.O.O.O
**HOMO**: -8.87 eV

```
21
C2H14N2O3 (the ωB97M-V functional and the def2-TZVPD basis)
C -0.726 -1.608 -0.338
N -1.947 -0.827 -0.055
C -2.990 -0.785 -1.116
N -2.947 0.607 -1.656
H -0.228 -1.069 -1.123
H -0.054 -1.390 0.501
H -0.771 -2.708 -0.383
H -2.480 -0.991 0.785
H -3.927 -1.044 -0.652
H -3.012 -1.364 -2.074
H -2.624 1.205 -0.888
H -2.453 0.590 -2.527
H 0.376 2.026 0.856
H 0.072 3.344 -0.023
O 0.710 2.880 0.524
H 4.319 -0.524 1.905
H 4.979 -1.619 2.768
O 5.172 -0.840 2.240
H 2.421 1.249 -0.235
H 3.263 1.840 0.897
O 2.848 1.027 0.597
```



#three
This record from the Open Molecules 2025 dataset describes 4 unconnected molecules or ions with the total composition C2H14N2O3. The level of theory is the ωB97M-V functional and the def2-TZVPD basis.

**LUMO**: 0.001 Eh
**SMILES**: NCCN.O.O.O
**HOMO**: -9.33 eV

```
21
C2H14N2O3 (the ωB97M-V functional and the def2-TZVPD basis)
N 1.124 1.035 2.256
C 0.390 1.765 1.200
C -0.272 0.738 0.305
N -0.489 0.935 -1.144
H 2.003 1.496 2.452
H 0.641 0.955 3.189
H -0.271 2.509 1.422
H 1.288 2.273 0.721
H -1.216 0.455 0.843
H 0.164 -0.226 0.585
H -0.535 0.126 -1.752
H 0.289 1.395 -1.530
H -1.628 2.723 -0.670
H -2.641 3.188 0.640
O -1.947 3.329 0.037
H -0.073 -3.239 -0.661
H -0.705 -4.645 -0.733
O -0.270 -4.095 -0.031
H 0.808 -3.364 -2.852
H 1.661 -3.653 -1.657
O 1.679 -3.700 -2.619
```



Most favorable first, least favorable last: #one, #two, #three